No. 1
DFT (ωB97M-V/def2-TZVPD) results for a 14-piece molecular cluster, C13H31BCl26N overall in a non-equilibrium geometry.

Properties
- max |F| (eV/A) = 2.736
- LUMO (eV) = 1.8
- gap between HOMO and LUMO (hartree) = 0.20140
- HOMO (eV) = -3.66

ORCA input file:
```
! wB97M-V def2-TZVPD RIJCOSX def2/J DEFGRID3
* xyz -1 1
B 0.5457 -1.8012 -0.2542
N 2.0887 -1.8500 -0.2715
H 0.2122 -2.3080 0.7643
H 0.1969 -2.4872 -1.1434
H 0.1202 -0.7030 -0.2860
H 2.2968 -2.7723 0.2179
H 2.3677 -2.0544 -1.2766
C -2.8512 -2.9425 -2.3054
Cl -3.1019 -1.1975 -2.1738
Cl -1.1615 -3.3170 -2.6652
H -3.1264 -3.4139 -1.3588
H -3.4810 -3.3328 -3.1086
C -2.7255 -2.7350 1.4701
Cl -4.3805 -2.9757 0.8970
Cl -2.2954 -1.0204 1.4698
H -2.6416 -3.1228 2.4882
H -2.0393 -3.2740 0.8123
C 4.9666 -0.8647 -2.4526
Cl 6.3169 -0.1144 -3.3121
Cl 3.5187 -0.9177 -3.4652
H 5.2442 -1.8844 -2.1749
H 4.7505 -0.2833 -1.5528
C -0.8064 1.3189 3.8796
Cl -1.5958 1.7896 5.3898
Cl 0.8191 0.6925 4.1800
H -1.4026 0.5430 3.3933
H -0.7360 2.1930 3.2275
C 1.7014 -3.8304 3.4363
Cl 1.9670 -5.1398 2.2787
Cl -0.0084 -3.6977 3.8651
H 2.2805 -4.0322 4.3407
H 2.0305 -2.8888 2.9900
C 4.9643 2.3994 -0.1835
Cl 3.7483 1.2964 0.4723
Cl 4.6847 4.0552 0.3686
H 5.9538 2.0760 0.1483
H 4.9149 2.3751 -1.2749
C -0.6188 -7.6920 0.7748
Cl -0.8694 -5.9470 0.9064
Cl 1.0710 -8.0665 0.4150
H -0.8939 -8.1634 1.7214
H -1.2486 -8.0823 -0.0285
C 4.9300 7.0040 -1.8081
Cl 4.6793 8.7490 -1.6765
Cl 6.6197 6.6296 -2.1679
H 4.6548 6.5327 -0.8614
H 4.3002 6.6137 -2.6113
C -5.2790 0.0628 4.9267
Cl -4.0896 -0.5660 3.7799
Cl -4.5218 1.1517 6.0954
H -6.0485 0.6101 4.3771
H -5.7333 -0.7742 5.4628
C 9.0433 6.7610 -4.8085
Cl 10.2446 7.9110 -4.2089
Cl 8.8548 6.8939 -6.5612
H 9.3669 5.7470 -4.5613
H 8.0826 6.9684 -4.3306
C -6.4002 -3.6869 -2.2479
Cl -6.1346 -4.9963 -3.4056
Cl -8.1100 -3.5542 -1.8191
H -5.8211 -3.8887 -1.3435
H -6.0712 -2.7453 -2.6943
C -9.6620 -1.8220 1.3232
Cl -9.9127 -0.0770 1.4547
Cl -7.9723 -2.1965 0.9633
H -9.9372 -2.2933 2.2698
H -10.2918 -2.2123 0.5199
C 0.8920 8.4149 -1.3042
Cl 0.1803 7.7519 -2.7804
Cl 1.5307 7.1290 -0.2729
H 1.7062 9.0916 -1.5746
H 0.1235 8.9636 -0.7541
*
```

***

No. 2
DFT (ωB97M-V/def2-TZVPD) results for C4H7FNO5SZn as an isolated structure in a non-equilibrium geometry.

Properties
- max |F| (eV/A) = 3.436
- LUMO (eV) = -8.9
- gap between HOMO and LUMO (hartree) = 0.16171
- HOMO (eV) = -13.35

ORCA input file:
```
! wB97M-V def2-TZVPD RIJCOSX def2/J DEFGRID3
* xyz 1 1
C 2.5592 0.1616 0.1825
O 1.3508 -0.5906 0.2768
C 0.6447 -0.7059 -0.9319
C -0.8826 -0.5665 -0.7673
N -1.4115 0.8122 -0.9240
S -1.2948 1.8268 0.3814
O -1.5991 3.1159 -0.1186
O -2.1012 1.3911 1.4638
F 0.1954 1.8625 0.8623
C -1.4802 -1.2821 0.4480
O -2.6576 -1.2036 0.6218
O -0.7138 -2.0164 1.2481
H 3.4063 -0.5033 0.0016
H 2.5267 0.9265 -0.5971
H 2.6972 0.6905 1.1256
H 0.8006 -1.7249 -1.3172
H 1.0007 -0.0408 -1.7260
H -1.2798 -1.1211 -1.6241
H -0.8421 1.2624 -1.6415
Zn -0.9192 -2.2943 3.0357
*
```

***

No. 3
DFT (ωB97M-V/def2-TZVPD) results for one molecule with the formula C6H7NS in a non-equilibrium geometry.

Properties
- SMILES string = C#C[C@@]1(C)C=NSC1
- max |F| (eV/A) = 5.060
- LUMO (eV) = 0.7
- gap between HOMO and LUMO (hartree) = 0.35350
- HOMO (eV) = -8.93
- energy above the lowest of the compared OMol25 structures with the same formula, charge and spin (eV) = 4.421

ORCA input file:
```
! wB97M-V def2-TZVPD RIJCOSX def2/J DEFGRID3
* xyz 0 1
C -1.4481 2.0273 -0.5760
C -0.6859 1.1419 -0.3207
C 0.1245 -0.0308 -0.0824
C 0.5243 0.3071 1.4609
C -0.6187 -1.4091 0.1304
N -0.5486 -2.2796 -0.8613
S 0.3005 -1.4145 -2.2929
C 1.1443 -0.4275 -1.0760
H -2.0177 2.9131 -0.5155
H 1.1334 -0.4337 1.8999
H 0.7846 1.4383 1.5360
H -0.4989 0.2465 1.9705
H -1.3855 -1.8178 0.9342
H 1.2470 0.5340 -1.6539
H 1.9447 -0.7953 -0.5533
*
```

***

No. 4
DFT (ωB97M-V/def2-TZVPD) results for an isolated ion of composition C7H8BrFN3O2 and charge -1 in a non-equilibrium geometry.

Properties
- max |F| (eV/A) = 4.671
- LUMO (spin up / spin down) (eV) = 3.1 / 3.1
- gap between HOMO and LUMO (spin up / spin down) (hartree) = 0.26833 / 0.25736
- HOMO (spin up / spin down) (eV) = -4.23 / -3.91
- energy above the lowest of the compared OMol25 structures with the same formula, charge and spin (eV) = 2.075

ORCA input file:
```
! wB97M-V def2-TZVPD RIJCOSX def2/J DEFGRID3
* xyz -1 1
C -2.2162 1.2348 0.6808
C 2.1579 1.1092 -1.1287
C -1.7030 -0.7256 -0.5516
C -0.6926 1.2855 0.8950
C -0.0414 0.0215 1.1314
C -0.6416 -1.1959 0.3756
C 1.9973 -0.2740 -0.4574
N -2.7028 0.3101 -0.0202
N 0.4227 -2.0741 -0.3522
N 1.3514 -1.2447 -1.1106
O 3.2801 1.6275 -1.1009
O 1.0212 1.5389 -1.5412
F -0.4605 2.2684 1.9005
Br 3.3840 -0.8063 0.6599
H -2.8046 2.1047 1.0353
H -1.2079 -0.2309 -1.3842
H -2.2880 -1.5630 -0.7688
H -0.1403 1.9768 -0.0248
H 0.4045 -0.0765 2.1363
H -0.9526 -1.9892 1.0852
H 1.0487 -2.4568 0.3966
H 0.7836 -0.8403 -1.8562
*
```

***

No. 5
DFT (ωB97M-V/def2-TZVPD) results for a 2-piece molecular cluster, C10H16O overall in a non-equilibrium geometry.

Properties
- SMILES string = Cc1ccc(O)cc1.CCC
- max |F| (eV/A) = 1.936
- LUMO (eV) = 0.9
- gap between HOMO and LUMO (hartree) = 0.34401
- HOMO (eV) = -8.50
- energy above the lowest of the compared OMol25 structures with the same formula, charge and spin (eV) = 1.125

ORCA input file:
```
! wB97M-V def2-TZVPD RIJCOSX def2/J DEFGRID3
* xyz 0 1
C 2.4814 2.0639 2.5602
C 1.4539 2.0045 1.4486
C 0.2374 1.3768 1.6898
C -0.7069 1.2617 0.6609
C -0.3154 1.6624 -0.6053
O -1.2117 1.4599 -1.6404
C 0.8687 2.3280 -0.8725
C 1.7397 2.5211 0.1889
H 3.2075 2.8735 2.4633
H 3.1187 1.1889 2.3724
H 2.0654 2.0322 3.5587
H 0.0048 0.9394 2.6479
H -1.6508 0.8197 0.9475
H -2.1013 1.6208 -1.3337
H 1.0047 2.7298 -1.8661
H 2.6544 3.0108 0.1061
C -2.4102 -2.6115 -0.7235
C -1.0105 -2.1584 -1.1840
C -0.0128 -3.2957 -1.4031
H -3.0163 -2.8635 -1.5932
H -2.3879 -3.4325 -0.0195
H -2.9342 -1.7759 -0.2791
H -0.5775 -1.4542 -0.4756
H -1.2285 -1.6675 -2.1206
H 0.8862 -2.8450 -1.8324
H -0.3634 -3.9368 -2.1995
H 0.2046 -3.8524 -0.4958
*
```

***

No. 6
DFT (ωB97M-V/def2-TZVPD) results for one molecule with the formula C21H25FN4O2.

Properties
- SMILES string = Cc1cc(C)nc(CCNC(=O)[C@@H]2CCC(=O)N(Cc3ccccc3F)C2)n1
- max |F| (eV/A) = 0.586
- LUMO (eV) = 0.7
- gap between HOMO and LUMO (hartree) = 0.36282
- HOMO (eV) = -9.17
- energy above the lowest of the compared OMol25 structures with the same formula, charge and spin (eV) = 0.000

ORCA input file:
```
! wB97M-V def2-TZVPD RIJCOSX def2/J DEFGRID3
* xyz 0 1
C -1.3497 -1.2211 -2.6782
C -1.9912 -1.0986 -1.3354
C -3.3649 -0.9566 -1.1867
C -3.8622 -0.8642 0.1091
C -5.3190 -0.6834 0.3862
N -3.0509 -0.9503 1.1557
C -1.7525 -1.0849 0.9245
C -0.8815 -1.1864 2.1429
C 0.3531 -2.0644 1.9546
N 1.2599 -1.4972 0.9865
C 1.7419 -2.2103 -0.0497
O 1.6143 -3.4135 -0.1474
C 2.5242 -1.4081 -1.0925
C 3.9941 -1.2651 -0.6919
C 4.1208 -0.3894 0.5447
C 3.3764 0.9268 0.4505
O 3.6580 1.8659 1.1742
N 2.3535 1.0002 -0.4349
C 1.6758 2.2757 -0.6115
C 0.2834 2.2549 -0.0397
C 0.0810 2.3053 1.3347
C -1.1959 2.2883 1.8675
C -2.3002 2.2181 1.0337
C -2.1264 2.1664 -0.3372
C -0.8423 2.1801 -0.8479
F -0.6864 2.1263 -2.1937
C 1.9427 -0.0264 -1.3746
N -1.1904 -1.1291 -0.2722
H -1.0497 -0.2371 -3.0376
H -0.4641 -1.8471 -2.6059
H -2.0457 -1.6474 -3.3960
H -4.0208 -0.9236 -2.0424
H -5.4785 -0.5991 1.4568
H -5.6892 0.2117 -0.1106
H -5.8799 -1.5354 0.0057
H -0.5644 -0.1760 2.4179
H -1.4963 -1.5723 2.9564
H 0.0805 -3.0589 1.5922
H 0.8629 -2.1719 2.9203
H 1.3128 -0.4915 0.9648
H 2.4687 -2.0004 -2.0114
H 4.4236 -2.2491 -0.4981
H 4.5429 -0.8134 -1.5221
H 3.7369 -0.9173 1.4220
H 5.1662 -0.1510 0.7498
H 1.6450 2.5162 -1.6786
H 2.2740 3.0244 -0.0843
H 0.9458 2.3682 1.9794
H -1.3341 2.3365 2.9369
H -3.2952 2.2030 1.4497
H -2.9656 2.1152 -1.0131
H 2.2474 0.2908 -2.3826
H 0.8490 -0.0847 -1.3547
*
```